Entry 1:
Formula: C4H13N2O
Source: the Open Molecules 2025 dataset
Level of theory: ωB97M-V/def2-TZVPD

The geometry in XYZ format:
```
20
Properties=species:S:1:pos:R:3:forces:R:3
O -0.78015 -0.23101 -0.10194 0.2842 1.1306 -0.6506
N 1.67512 0.05420 -0.55062 0.6719 -0.8680 -1.9927
N 0.63812 -1.44766 1.16561 -0.3123 0.7223 -0.3949
C -2.44720 1.32478 0.63075 -2.1125 -0.8537 3.0186
C 3.09160 0.34582 -1.00353 0.2426 1.0731 4.6594
C -0.51327 -1.26054 0.69086 -0.5188 -0.1535 -0.8151
C -2.19249 0.12972 -0.21117 -0.2513 -1.6172 -0.1215
H 3.64890 1.12974 -0.31184 -1.2289 -2.1778 -0.9094
H -2.62190 -0.83829 0.11409 -0.8953 1.0345 0.3164
H 3.12645 0.81770 -1.89045 -0.4456 1.3240 -3.2995
H -2.17723 1.04045 1.72576 -0.3455 0.7589 -1.7314
H -3.56919 1.52653 0.65839 1.3605 -0.2539 -0.1101
H -1.35274 -1.92873 0.68961 -0.3623 -0.7304 0.8229
H 1.03314 0.24271 -1.33548 0.1910 -0.1319 0.6212
H -2.58562 0.21720 -1.22999 1.0304 0.2329 -0.1898
H 1.50189 -0.97490 -0.20093 0.5788 1.7968 -0.4264
H -1.97965 2.25054 0.36966 0.5534 0.2698 -0.4566
H 3.52865 -0.60804 -1.06583 1.1933 -0.8078 0.0687
H 1.31125 0.52869 0.25100 0.1405 0.8709 0.4949
H 0.66433 -2.31891 1.60605 0.2258 -1.6196 1.0959
```
Forces are in eV/Å.

E_LUMO	-0.109	Eh
F_max	4.79	eV/A
total charge	+1
energy relative to the best compared isomer or geometry (same formula, charge and spin)	69.0	kcal per mole

Entry 2:
Formula: C52H55N4O2S7SrTe
Source: the Open Molecules 2025 dataset
Level of theory: ωB97M-V/def2-TZVPD

The geometry in XYZ format:
```
122
Properties=species:S:1:pos:R:3:forces:R:3
Te 0.95352 -3.29738 -3.00646 -0.3421 0.0220 0.2897
Sr 1.18861 -1.18761 0.29804 -1.8855 1.0877 -0.4209
S 0.81214 -4.65452 4.60120 0.6732 0.2974 1.1324
S 0.94513 1.59743 2.58233 -1.8763 -1.4670 -0.8438
S -2.03748 1.85467 -0.40380 -0.8528 0.0222 -1.9221
S -0.89332 3.53365 1.88285 1.5020 2.0582 -0.2523
S -1.24707 -4.67439 2.01095 -1.7251 1.3171 0.4297
S -5.78468 -3.16114 -2.04579 0.5347 1.4473 -2.5356
S 1.90922 -5.36980 0.52481 -0.5111 1.1259 1.6593
O 2.98106 -2.27069 0.30327 -5.8404 -4.1446 3.4621
O -1.46441 0.52781 -5.35178 1.0184 -1.2420 0.0824
N -1.62191 0.48855 -0.76312 -0.2159 -0.0202 0.3331
N -0.15944 2.80082 3.01611 2.8286 -0.7904 0.8055
N 0.45395 0.73094 1.50299 0.0123 0.8775 0.1397
N -1.92280 2.90018 1.10458 -2.5872 -1.5969 -1.2352
C 0.76317 -5.38238 -5.32465 -0.0876 0.3171 0.7654
C -1.69806 5.38713 -2.53908 0.2408 -0.9894 1.1262
C -0.76827 2.77992 -2.77426 0.2250 -0.2194 0.1456
C -1.36570 -5.85743 3.32016 -0.5245 -1.1467 1.6718
C 2.15784 -4.77330 3.41905 -0.8604 0.4805 -1.3029
C -5.92139 3.66391 0.22018 1.1143 -1.3500 0.3968
C -0.19674 -6.08096 4.37584 -1.1601 0.3198 -1.4194
C -3.93151 2.17956 -0.23660 -0.5649 0.1250 -1.3737
C 1.90139 -0.39820 6.04243 -0.7155 -0.2289 -0.3742
C 5.23437 2.63940 2.00561 0.5453 -0.4376 -0.2753
C 0.90264 3.58155 -0.14275 0.6516 0.5317 -0.8481
C 3.25111 -2.45172 -5.29517 0.2230 0.2538 0.0038
C 3.05694 3.37687 2.56923 -0.7063 1.8537 1.1266
C 1.40740 -4.17454 -4.85553 -0.0174 -0.9443 -0.8145
C 0.97046 0.58279 4.06943 -0.3365 0.8925 0.0600
C -4.82937 1.31973 -0.90910 -0.6823 -0.0384 0.3510
C 1.15529 -6.01072 -6.49724 0.1915 0.1259 -0.0478
C -2.11961 4.36739 -1.63790 0.6539 1.8792 -1.4957
C -6.79205 2.68414 -0.23573 0.9399 -0.5960 -0.8332
C -4.52778 3.36325 0.25541 -0.3945 0.3628 -0.4879
C 0.73776 5.63375 1.18279 1.9897 0.6596 -1.3103
C 2.16864 -5.49843 -7.30634 -0.0994 0.2267 0.6425
C 4.76041 1.30421 1.87481 0.5412 0.9588 0.2787
C 0.30826 4.43536 0.72105 -2.4851 -2.0098 3.4151
C -0.18201 -1.21734 5.11959 0.4257 -0.4822 0.6872
C 2.43717 -3.66273 -5.67190 -0.3455 -0.1504 -0.3771
C -1.66406 4.65198 4.15864 -0.9994 0.5792 1.3708
C 2.65092 -6.16950 -8.55590 -0.1656 -0.6278 -0.2813
C -0.72174 5.11318 -3.48966 -0.7729 -1.6432 0.6398
C 0.45126 -6.36498 0.74755 0.7852 -1.5774 0.6055
C -0.31875 3.77846 -3.63817 -0.2363 -0.2239 1.3308
C 2.01828 4.11153 -0.79258 -0.4293 -0.7799 -0.1035
C 2.75352 -4.32674 -6.86024 0.8957 0.5860 -0.6768
C -5.54541 -2.40715 -3.41684 -0.5145 -1.4134 2.5398
C 4.36889 3.70087 2.34085 1.2893 -0.8654 -0.3931
C -2.36179 5.56858 4.94737 0.7917 -0.5467 0.0014
C 2.54698 5.34010 -0.44204 -1.2024 0.2673 1.3860
C -2.41385 5.76886 2.10899 -0.8936 1.9250 1.9519
C -1.65468 3.07344 -1.70339 -0.3900 -0.7192 -0.4573
C 2.63868 2.08232 2.41990 0.1439 0.1910 -0.5377
C 0.85985 -1.35565 6.06728 0.1433 0.9049 -0.5714
C 1.95695 0.59432 5.02323 -0.3226 -1.1295 1.1703
C -0.88991 -5.69874 0.66047 1.3732 -0.2559 -2.7102
C 1.92570 6.08625 0.60075 -0.4687 -0.3609 -0.3866
C -6.20996 1.57691 -0.90873 0.3778 0.5617 0.9696
C -0.11947 -0.27477 4.12710 -0.2894 0.2793 -0.1225
C 1.69821 -4.24826 2.01621 2.2765 -0.3304 -0.3600
C -2.95538 6.63477 4.29613 -1.3446 1.8270 0.9546
C 3.39697 1.00716 1.98061 -0.1569 -0.6202 0.3082
C -3.00242 6.79972 2.90785 0.7303 -1.7513 -0.5306
C -0.37848 -6.00779 -4.52433 0.4166 0.8334 0.0375
C -1.76588 4.75762 2.79495 1.5972 -0.0556 -0.7086
H 2.42021 4.20295 2.93369 -0.0563 -0.6786 -0.2579
H 1.98178 -5.99896 -9.41099 0.0337 -0.0154 0.1333
H 3.68367 -1.95095 -0.03505 8.0201 3.1918 -3.5747
H -0.91697 -0.15748 3.38341 0.3909 -0.1516 0.2454
H -0.97657 -0.14659 -4.81100 -0.6943 0.8321 -0.6306
H -0.36322 1.77488 -2.87958 -0.1930 0.0574 0.0692
H -4.59310 0.37015 -1.39533 0.7701 0.4545 0.1449
H 6.30863 2.85477 1.81149 -0.7205 -0.1319 0.2455
H -0.88002 -6.82395 -5.03920 0.1395 -0.1151 -0.2016
H -3.42989 7.41221 4.95102 0.3864 -0.6617 -0.7852
H -1.09799 -5.20642 -4.34524 -0.1819 -0.0984 0.1357
H -6.81857 0.85730 -1.42054 -0.4374 -0.2453 -0.0222
H -6.28084 4.60201 0.62805 0.0893 -0.0658 0.0676
H -1.58801 -6.50820 0.59575 -0.9197 -0.3306 -0.1034
H -2.34174 5.48473 6.05577 -0.0795 0.1888 -0.9705
H -1.49205 -6.87388 2.92578 -0.5258 0.3442 -0.3428
H 5.48205 0.46878 1.74439 -0.3554 0.7397 -0.2451
H -0.28479 5.82461 -4.11499 0.3926 1.2811 -0.8386
H -1.05292 -1.85461 5.15317 0.0381 -0.2715 0.0873
H 0.23888 6.16378 1.96249 -0.1469 0.2509 0.3999
H 3.43444 5.66857 -0.92091 0.6602 0.4070 -0.2304
H 4.05290 -2.78037 -4.63276 0.0661 0.0672 0.2219
H 0.82865 -2.19629 6.77671 0.1195 0.6473 -0.2282
H 3.62821 -5.77706 -8.83464 0.0737 -0.0610 -0.0301
H -2.81113 4.63016 -0.89718 -0.8627 0.3958 0.8020
H -0.05599 -6.33531 -3.52832 0.0566 0.0343 -0.1793
H 2.74144 1.33216 5.02068 0.1813 0.0251 -0.1392
H 0.67304 -6.93840 -6.77636 -0.1375 -0.1356 -0.0433
H 0.54413 -7.02856 -0.11523 -0.2304 -0.4325 0.1605
H -3.46939 7.66414 2.43495 0.1082 -0.2368 0.2371
H 2.93300 -4.14501 3.86532 -0.0248 0.0236 -0.2839
H 4.73977 4.72007 2.45447 -0.1260 -0.2447 -0.0948
H -2.39089 5.87346 1.05210 0.0747 -0.1977 -0.7622
H 0.51025 -6.98024 1.69816 0.0631 0.4227 -0.9728
H 3.74589 -1.91765 -6.13158 -0.4345 -0.5195 0.0922
H -1.96546 1.03118 -4.72095 -0.2775 0.3339 0.5890
H 0.46046 3.52902 -4.32617 0.1824 -0.1844 -0.5586
H -2.05808 6.39879 -2.39982 -0.1431 0.0129 0.0078
H 0.49632 2.58090 -0.27566 0.4166 0.1416 -0.1472
H -0.83880 -5.18950 -0.36770 -0.6176 -0.0131 1.6294
H 2.41503 -3.51335 1.66936 0.1909 0.5237 0.2206
H 2.43662 3.46274 -1.53938 0.5834 0.1531 -0.3266
H -2.30376 -5.57611 3.83984 0.5578 -0.2737 -0.0415
H -1.06568 3.85703 4.57097 -0.0462 -0.0033 0.1134
H 0.26746 -6.99234 4.03563 0.9834 -0.0720 0.0264
H -7.86213 2.74691 -0.09643 -0.0978 0.1906 -0.3135
H 2.64906 -0.40053 6.82939 0.0805 -0.1012 -0.1789
H -0.57330 -6.30791 5.36344 -0.5140 -0.0111 0.1809
H 2.53494 -5.77538 3.32363 0.1565 -0.5597 0.2308
H 2.28553 6.99633 1.04080 0.6922 0.4235 -0.4153
H 2.73714 -7.27383 -8.43670 -0.0261 0.6577 -0.0060
H -3.89710 4.16095 0.59251 0.2222 -0.0258 0.4549
H 0.71167 -3.81717 2.09022 0.4161 -0.0207 -0.2104
H 3.54633 -3.87725 -7.49463 -0.4060 -0.2873 0.4284
H 2.66364 -1.72756 -4.72840 -0.0206 -0.0970 -0.0505
```
Forces are in eV/Å.

E_LUMO (spin up / spin down)	0.119 / 0.119	Eh
F_max	9.34	eV/A
multiplicity	2
total charge	-2
expectation value of S²	0.764
energy relative to the best compared isomer or geometry (same formula, charge and spin)	0.0	kcal per mole